Record 1
A 2-piece molecular cluster, C3H7Br2 overall in a non-equilibrium geometry, computed with ωB97M-V/def2-TZVPD.

Last column: Mulliken charge in e.
CARTESIAN COORDINATES (ANGSTROEM)
H (-1.27491, -0.82289, 2.57103)  0.19
Br (-2.05554, -0.65233, 3.85239)  -0.22
H (1.19198, -0.02725, 0.81378)  0.48
C (0.62792, 0.03968, -0.11330)  -0.34
C (0.91615, -0.81356, -1.25756)  -1.04
C (-0.23275, 1.20472, -0.31044)  -0.41
Br (-2.04930, 0.64204, 0.22564)  -0.17
H (1.72398, -1.47871, -0.94533)  0.31
H (0.02194, -1.37508, -1.58039)  0.26
H (1.24511, -0.26449, -2.16377)  0.32
H (0.12118, 2.05963, 0.31130)  0.32
H (-0.23577, 1.48826, -1.40335)  0.29

Computed properties:
E_LUMO (spin up / spin down) ... 0.76 / -0.32 eV
Multiplicity ... 2
Electronic energy ... -143307.679 eV
Net charge ... 0
HOMO energy (spin up / spin down) ... -8.110 / -10.179 eV
Energy above the lowest of the compared OMol25 structures with the same formula, charge and spin ... 59.2 kJ/mol

Record 2
C3H7BrCuNO as an isolated structure in a non-equilibrium geometry, computed with ωB97M-V/def2-TZVPD.

Last column: Mulliken charge in e.
CARTESIAN COORDINATES (ANGSTROEM)
Cu (-2.98002, 5.45054, 0.91150)  0.66
Br (-1.49768, 3.59338, -0.63196)  -0.56
C (-0.25590, -0.68079, -1.39177)  0.45
O (-0.69376, -1.55578, -2.19096)  -0.16
N (0.30535, -0.71815, -0.18364)  0.07
C (0.48386, 0.45497, 0.60645)  -0.53
C (0.76717, -2.02904, 0.32798)  -0.83
H (-0.59588, 0.36069, -1.50104)  0.30
H (1.52383, 0.59136, 0.90302)  0.32
H (0.00027, 0.33347, 1.57572)  0.33
H (0.15510, 1.39714, 0.16791)  0.00
H (0.46406, -2.79860, -0.38195)  0.26
H (1.84796, -2.11161, 0.44282)  0.36
H (0.47569, -2.28761, 1.34595)  0.33

Computed properties:
E_LUMO (spin up / spin down) ... -4.70 / -8.61 eV
Multiplicity ... 2
Electronic energy ... -121433.817 eV
Net charge ... +1
HOMO energy (spin up / spin down) ... -12.119 / -12.044 eV

Record 3
A 2-piece molecular cluster, C3H7BrN overall in a non-equilibrium geometry, computed with ωB97M-V/def2-TZVPD.

Last column: Mulliken charge in e.
CARTESIAN COORDINATES (ANGSTROEM)
C (0.16048, 1.23265, 0.80008)  -0.31
C (0.06332, 1.03173, -0.72308)  -0.55
C (-0.63209, 0.14257, 0.19514)  0.39
N (0.22928, -1.77074, -0.08598)  -0.63
Br (-2.44244, -0.15340, -0.01914)  0.05
H (1.14256, 0.96435, 1.38570)  0.22
H (-0.21694, 2.14824, 1.10374)  0.32
H (-0.37842, 1.75225, -1.33391)  0.30
H (0.94550, 0.58432, -1.11222)  0.21
H (0.00308, -2.27502, -0.92941)  0.30
H (-0.07988, -2.22368, 0.83428)  0.36
H (1.20556, -1.43328, -0.11520)  0.33

Computed properties:
E_LUMO ... -5.75 eV
Electronic energy ... -74746.923 eV
Net charge ... +1
HOMO energy ... -14.935 eV
Energy above the lowest of the compared OMol25 structures with the same formula, charge and spin ... 190.8 kJ/mol